Record 1
ORCA calculation (the ωB97M-V functional and the def2-TZVPD basis) on CH3IOS2 as an isolated structure in a non-equilibrium geometry.

Geometry as XYZ:
```
8
Properties=species:S:1:pos:R:3:nbo_charge:R:1
C 0.49 0.02 -0.27 -1.036
O -1.88 0.45 -1.35 -0.983
S -1.75 1.64 1.28 -0.413
S -1.32 0.35 -0.01 1.351
I 0.73 -1.77 -1.38 0.484
H 1.01 0.94 -0.68 0.273
H 1.01 -0.05 0.75 0.262
H -2.07 -0.78 0.32 0.062
```

## Properties
Strongest force on any atom (Eh/bohr): 0.1164
Net charge: 0
Molecular weight (g mol⁻¹): 222.1
Frontier orbital gap (spin up / spin down) (eV): 6.47 / 5.17
Spin multiplicity: 3
Energy relative to the best compared isomer or geometry (same formula, charge and spin) (kcal/mol): 92.6
DFT total energy (a.u.): -1208.96884
E_LUMO (spin up / spin down) (hartree): 0.0119 / -0.1542
⟨S²⟩: 2.005

Record 2
ORCA calculation (the ωB97M-V functional and the def2-TZVPD basis) on a 3-piece molecular cluster, C23H35N6O2S2 overall in a non-equilibrium geometry.

Geometry as XYZ:
```
68
Properties=species:S:1:pos:R:3:nbo_charge:R:1
S 2.65 3.49 -0.46 0.153
C 1.78 2.04 -0.42 -0.090
S 2.49 0.65 0.56 0.154
C 4.24 0.29 0.04 -0.509
C 4.27 -1.27 -0.38 -0.453
C 3.93 -2.18 0.90 -0.237
N 2.61 -2.89 0.84 -0.398
C 2.57 -3.82 2.05 -0.236
C 1.16 -4.56 2.24 -0.442
C 0.92 -5.52 0.96 -0.414
C 1.01 -4.58 -0.35 -0.422
C 2.44 -3.79 -0.36 -0.252
N 0.52 1.99 -1.22 -0.566
C -0.69 1.66 -0.39 0.129
C -2.02 1.38 -1.19 -0.241
C -3.29 1.01 -0.39 -0.197
C -3.38 0.88 1.16 -0.253
C -2.06 1.19 1.94 -0.196
C -0.75 1.58 1.15 -0.302
C 0.55 0.98 -2.30 0.115
C 0.39 1.47 -3.80 -0.183
C 0.38 0.42 -4.98 -0.218
C 0.53 -1.10 -4.65 -0.200
C 0.70 -1.61 -3.19 -0.258
C 0.70 -0.55 -2.06 -0.247
H 4.98 0.42 0.90 0.232
H 4.57 0.99 -0.82 0.273
H 5.37 -1.50 -0.66 0.246
H 3.55 -1.38 -1.25 0.251
H 3.89 -1.51 1.84 0.241
H 4.73 -2.97 1.13 0.241
H 1.81 -2.23 0.97 0.457
H 3.40 -4.59 1.86 0.229
H 2.78 -3.23 3.02 0.248
H 0.28 -3.86 2.46 0.239
H 1.29 -5.27 3.14 0.254
H -0.08 -6.07 1.00 0.248
H 1.73 -6.33 0.86 0.216
H 0.17 -3.80 -0.30 0.223
H 0.97 -5.16 -1.34 0.250
H 2.48 -3.25 -1.36 0.255
H 3.34 -4.51 -0.34 0.227
H -2.10 1.44 -2.32 0.264
H -4.25 0.83 -0.98 0.230
H -4.36 0.57 1.66 0.257
H -2.04 1.11 3.08 0.245
H 0.19 1.77 1.77 0.230
H 0.25 2.59 -4.03 0.292
H 0.23 0.79 -6.06 0.251
H 0.51 -1.91 -5.46 0.235
H 0.81 -2.70 -2.89 0.216
H 0.80 -0.93 -0.98 0.207
C -1.43 5.16 -2.64 0.777
O -1.19 4.38 -3.55 -0.695
N -2.03 6.36 -2.84 -0.841
N -1.11 4.88 -1.36 -0.837
H -2.23 7.01 -2.10 0.390
H -2.28 6.60 -3.78 0.411
H -0.67 4.00 -1.18 0.415
H -1.29 5.50 -0.59 0.388
C -5.45 1.96 4.62 0.770
O -5.12 0.79 4.46 -0.679
N -5.88 2.45 5.81 -0.842
N -5.42 2.87 3.61 -0.845
H -6.15 3.40 5.96 0.390
H -5.91 1.80 6.58 0.411
H -5.11 2.55 2.71 0.408
H -5.69 3.83 3.72 0.390
```

## Properties
Strongest force on any atom (Eh/bohr): 0.1010
Net charge: +1
Molecular weight (g mol⁻¹): 491.7
Frontier orbital gap (eV): 7.00
DFT total energy (a.u.): -2172.27601
E_LUMO (hartree): -0.1224

Record 3
ORCA calculation (the ωB97M-V functional and the def2-TZVPD basis) on a 11-piece molecular cluster, H22O11 overall in a non-equilibrium geometry.

Geometry as XYZ:
```
33
Properties=species:S:1:pos:R:3:nbo_charge:R:1
O 2.18 12.43 -15.56 -0.969
H 2.98 12.78 -15.17 0.486
H 2.37 12.08 -16.41 0.503
O 1.22 15.54 -14.49 -0.943
H 0.41 15.19 -14.82 0.479
H 1.46 16.00 -15.28 0.443
O -1.97 14.72 -19.04 -0.949
H -1.25 14.21 -19.26 0.461
H -2.40 14.24 -18.37 0.476
O 2.54 14.28 -17.44 -0.950
H 2.05 15.07 -17.64 0.467
H 2.58 14.21 -16.49 0.475
O -0.64 12.43 -16.03 -0.985
H 0.32 12.40 -15.80 0.481
H -0.73 13.38 -16.02 0.479
O -3.51 13.77 -16.97 -0.960
H -4.04 14.52 -17.13 0.480
H -3.80 13.30 -16.23 0.495
O -1.16 15.14 -15.61 -0.946
H -1.07 15.85 -16.20 0.484
H -1.98 15.32 -15.16 0.498
O 1.66 9.80 -14.42 -0.952
H 1.92 9.37 -13.57 0.469
H 1.96 10.69 -14.38 0.478
O -1.34 12.86 -12.97 -0.950
H -1.55 12.40 -12.16 0.472
H -1.51 12.23 -13.63 0.479
O 1.48 12.94 -12.70 -0.942
H 2.36 12.78 -12.93 0.448
H 0.95 13.23 -13.45 0.493
O -2.62 11.27 -18.03 -0.949
H -2.25 12.15 -17.89 0.476
H -1.89 10.66 -18.14 0.471
```

## Properties
Strongest force on any atom (Eh/bohr): 0.0658
Net charge: 0
Molecular weight (g mol⁻¹): 198.2
Frontier orbital gap (eV): 10.64
Energy relative to the best compared isomer or geometry (same formula, charge and spin) (kcal/mol): 56.7
DFT total energy (a.u.): -840.78976
E_LUMO (hartree): -0.0057

Record 4
ORCA calculation (the ωB97M-V functional and the def2-TZVPD basis) on C10H7F9O4PPd as an isolated structure in a non-equilibrium geometry.

Geometry as XYZ:
```
32
Properties=species:S:1:pos:R:3:nbo_charge:R:1
Pd 0.12 2.08 -0.76 1.633
C 0.09 -0.77 2.87 -0.734
C 0.20 -0.59 1.40 0.623
O 0.63 0.45 0.93 -0.555
C -0.20 -1.74 0.49 -0.050
C -0.62 -2.92 1.00 -0.191
C -0.93 -4.03 0.14 0.175
C -0.81 -4.01 -1.26 -0.276
C -0.39 -2.85 -1.83 0.041
C -0.09 -1.64 -1.00 0.464
O 0.20 -0.62 -1.57 -0.358
H 0.38 0.15 3.37 0.285
H 0.74 -1.58 3.21 0.272
H -0.94 -1.03 3.15 0.270
H -0.73 -3.08 2.07 0.274
H -1.28 -4.94 0.61 0.269
H -1.06 -4.89 -1.84 0.293
H -0.27 -2.72 -2.90 0.279
F -1.66 1.93 0.34 -0.553
P -2.70 2.39 -0.99 2.615
F -3.34 2.78 -2.33 -0.514
F -1.50 1.39 -1.85 -0.560
F -1.49 3.56 -1.19 -0.554
F -3.52 1.10 -0.75 -0.533
F -3.50 3.31 -0.05 -0.515
F 4.02 2.61 1.29 -0.269
C 3.90 2.70 -0.02 0.923
F 4.61 1.76 -0.61 -0.268
F 4.26 3.89 -0.44 -0.259
C 2.41 2.49 -0.39 0.700
O 1.46 3.00 0.29 -0.440
O 2.02 1.82 -1.39 -0.487
```

## Properties
Strongest force on any atom (Eh/bohr): 0.0228
Net charge: +2
Molecular weight (g mol⁻¹): 499.5
Frontier orbital gap (spin up / spin down) (eV): 6.74 / 6.64
Spin multiplicity: 2
Energy relative to the best compared isomer or geometry (same formula, charge and spin) (kcal/mol): 17.3
DFT total energy (a.u.): -2053.60249
E_LUMO (spin up / spin down) (hartree): -0.4249 / -0.4254
⟨S²⟩: 0.759

Record 5
ORCA calculation (the ωB97M-V functional and the def2-TZVPD basis) on one molecule with the formula C5H10FN in a non-equilibrium geometry.

Geometry as XYZ:
```
17
Properties=species:S:1:pos:R:3:nbo_charge:R:1
C 2.10 -0.22 -0.37 -0.601
C 0.67 0.01 0.02 -0.131
C 0.22 1.41 -0.18 0.072
C 0.10 -0.78 1.20 -0.426
C -0.30 -1.15 -0.17 -0.048
H 2.70 0.66 -0.08 0.209
H 2.58 -1.14 0.03 0.224
H 2.08 -0.26 -1.47 0.208
H 0.86 2.07 0.43 0.164
H 0.33 1.70 -1.23 0.164
H -0.61 -0.20 1.74 0.220
H 0.76 -1.48 1.73 0.216
H 0.22 -2.01 -0.54 0.189
H -2.09 -0.37 -0.03 0.364
H -1.74 -0.97 -1.48 0.349
N -1.69 -1.14 -0.52 -0.797
F -1.11 1.60 0.18 -0.377
```

## Properties
Strongest force on any atom (Eh/bohr): 0.0386
Net charge: 0
Molecular weight (g mol⁻¹): 103.1
Frontier orbital gap (eV): 9.71
Energy relative to the best compared isomer or geometry (same formula, charge and spin) (kcal/mol): 23.0
DFT total energy (a.u.): -351.08906
E_LUMO (hartree): 0.0366

Record 6
ORCA calculation (the ωB97M-V functional and the def2-TZVPD basis) on a 8-piece molecular cluster, C32H64O8 overall in a non-equilibrium geometry.

Geometry as XYZ:
```
104
Properties=species:S:1:pos:R:3:lowdin_charge:R:1
C -22.76 -19.12 -1.13 -0.152
C -24.13 -18.31 -1.02 -0.118
C -24.55 -18.51 -2.50 -0.247
O -24.18 -19.82 -2.75 -0.150
C -22.84 -20.05 -2.32 -0.202
H -22.62 -19.74 -0.24 0.103
H -21.98 -18.39 -1.33 0.104
H -24.05 -17.25 -0.79 0.100
H -24.90 -18.75 -0.39 0.104
H -24.14 -17.89 -3.29 0.117
H -25.62 -18.35 -2.63 0.116
H -22.08 -19.95 -3.10 0.112
H -22.69 -21.10 -2.04 0.113
C -11.99 -23.64 -4.10 -0.187
C -12.00 -22.17 -3.63 -0.153
C -11.08 -22.34 -2.45 -0.191
O -10.46 -23.64 -2.56 -0.152
C -10.62 -24.14 -3.85 -0.242
H -12.24 -23.70 -5.15 0.107
H -12.77 -24.23 -3.62 0.119
H -12.98 -21.82 -3.32 0.110
H -11.55 -21.51 -4.37 0.109
H -11.66 -22.30 -1.52 0.121
H -10.23 -21.66 -2.52 0.117
H -10.40 -25.21 -3.86 0.125
H -9.84 -23.77 -4.51 0.117
C -27.70 -28.09 -2.09 -0.221
C -26.83 -27.04 -1.55 -0.207
C -27.74 -25.85 -1.32 -0.184
O -29.03 -26.46 -1.03 -0.151
C -29.06 -27.88 -1.39 -0.149
H -27.18 -29.04 -2.00 0.112
H -27.89 -28.09 -3.16 0.107
H -25.97 -26.83 -2.19 0.120
H -26.49 -27.46 -0.61 0.118
H -27.87 -25.25 -2.23 0.114
H -27.24 -25.22 -0.58 0.114
H -29.85 -28.13 -2.11 0.115
H -29.00 -28.47 -0.48 0.112
C -12.47 -34.48 7.48 -0.183
C -13.60 -34.99 8.33 -0.173
C -14.76 -34.17 7.79 -0.228
O -14.43 -33.79 6.49 -0.119
C -13.11 -34.08 6.17 -0.219
H -11.79 -35.31 7.30 0.108
H -11.85 -33.69 7.89 0.113
H -13.56 -35.04 9.42 0.118
H -13.84 -36.00 8.00 0.109
H -14.76 -33.32 8.48 0.110
H -15.73 -34.64 7.98 0.120
H -12.61 -33.29 5.62 0.125
H -13.21 -35.00 5.58 0.119
C -18.96 -35.35 -0.72 -0.200
C -19.33 -36.05 0.57 -0.207
C -19.84 -34.94 1.49 -0.161
O -20.30 -34.06 0.47 -0.126
C -20.12 -34.48 -0.84 -0.265
H -18.71 -35.99 -1.56 0.125
H -18.09 -34.79 -0.37 0.123
H -18.43 -36.64 0.76 0.111
H -20.07 -36.80 0.30 0.110
H -19.01 -34.64 2.12 0.123
H -20.65 -35.46 2.00 0.118
H -20.00 -33.67 -1.56 0.127
H -21.00 -35.03 -1.16 0.123
C -27.30 -28.06 6.24 -0.157
C -28.74 -28.35 5.97 -0.205
C -29.05 -29.74 6.51 -0.197
O -27.78 -30.37 6.51 -0.138
C -26.83 -29.41 6.83 -0.217
H -27.21 -27.20 6.90 0.112
H -26.93 -27.87 5.24 0.109
H -28.83 -28.36 4.89 0.107
H -29.55 -27.70 6.31 0.113
H -29.72 -30.31 5.87 0.122
H -29.46 -29.68 7.52 0.115
H -25.85 -29.62 6.38 0.119
H -26.78 -29.43 7.92 0.119
C -20.21 -27.21 10.93 -0.173
C -20.14 -26.92 12.45 -0.174
C -18.77 -27.53 12.74 -0.195
O -18.58 -28.66 11.84 -0.139
C -19.44 -28.56 10.72 -0.187
H -19.75 -26.37 10.41 0.101
H -21.25 -27.23 10.60 0.102
H -20.93 -27.49 12.94 0.104
H -20.39 -25.86 12.57 0.111
H -18.53 -27.66 13.79 0.115
H -18.08 -26.71 12.50 0.107
H -20.19 -29.35 10.80 0.111
H -18.89 -28.57 9.79 0.114
C -18.87 -27.42 2.28 -0.182
C -17.38 -27.57 2.42 -0.206
C -16.79 -26.45 1.59 -0.156
O -17.82 -26.08 0.59 -0.141
C -18.88 -27.00 0.82 -0.234
H -19.29 -26.70 2.98 0.111
H -19.39 -28.35 2.51 0.114
H -17.19 -28.58 2.05 0.114
H -17.09 -27.51 3.47 0.114
H -15.89 -26.71 1.03 0.117
H -16.68 -25.60 2.27 0.115
H -18.77 -27.91 0.23 0.116
H -19.79 -26.48 0.53 0.118
```

## Properties
Strongest force on any atom (Eh/bohr): 0.0799
Net charge: 0
Molecular weight (g mol⁻¹): 576.9
Frontier orbital gap (eV): 10.00
Energy relative to the best compared isomer or geometry (same formula, charge and spin) (kcal/mol): 101.4
DFT total energy (a.u.): -1859.28671
E_LUMO (hartree): 0.0238

Record 7
ORCA calculation (the ωB97M-V functional and the def2-TZVPD basis) on a 2-piece molecular cluster, C2H9NO2 overall in a non-equilibrium geometry.

Geometry as XYZ:
```
14
Properties=species:S:1:pos:R:3:nbo_charge:R:1
C 2.27 -0.64 -0.17 -0.256
O 1.12 -1.01 -0.95 -0.732
H 2.71 -1.51 0.46 0.195
H 2.07 0.12 0.50 0.147
H 2.95 -0.21 -0.86 0.200
H 0.71 -1.74 -0.51 0.476
N -1.78 1.15 -0.61 -0.295
C -1.13 0.59 0.56 -0.025
O -1.36 -0.82 0.94 -0.581
H -2.74 1.53 -0.42 0.419
H -1.25 1.80 -1.15 0.425
H -1.29 1.20 1.39 0.282
H -0.05 0.55 0.31 0.257
H -2.24 -1.01 0.53 0.488
```

## Properties
Strongest force on any atom (Eh/bohr): 0.1090
Net charge: +1
Molecular weight (g mol⁻¹): 79.1
Frontier orbital gap (spin up / spin down) (eV): 10.22 / 4.20
Spin multiplicity: 2
Energy relative to the best compared isomer or geometry (same formula, charge and spin) (kcal/mol): 65.3
DFT total energy (a.u.): -286.42022
E_LUMO (spin up / spin down) (hartree): -0.1459 / -0.3631
⟨S²⟩: 0.757

Record 8
ORCA calculation (the ωB97M-V functional and the def2-TZVPD basis) on one molecule with the formula CH3NO3 in a non-equilibrium geometry.

Geometry as XYZ:
```
8
Properties=species:S:1:pos:R:3:nbo_charge:R:1
C 0.57 -0.42 -0.28 0.036
N 0.35 0.93 0.22 -0.311
O -0.54 -1.14 0.25 -0.196
O -0.92 1.17 -0.12 -0.325
O -1.70 -0.53 -0.10 0.017
H 0.46 -0.45 -1.38 0.208
H 1.40 -0.83 0.17 0.201
H 0.38 1.27 1.24 0.369
```

## Properties
Strongest force on any atom (Eh/bohr): 0.0782
Net charge: 0
Molecular weight (g mol⁻¹): 77.0
Frontier orbital gap (spin up / spin down) (eV): 9.26 / 7.52
Spin multiplicity: 3
Energy relative to the best compared isomer or geometry (same formula, charge and spin) (kcal/mol): 53.8
DFT total energy (a.u.): -320.07084
E_LUMO (spin up / spin down) (hartree): 0.0356 / -0.0615
⟨S²⟩: 2.010